(1)
Computed, not measured: a 15-piece molecular cluster, C60H111Cl4F3N12O9S2 overall at a distorted geometry, with the ωB97M-V functional and the def2-TZVPD basis.

## Properties
2S+1 ... 1
E_HOMO ... -0.1184 eV
Frontier orbital gap ... 2.9910 eV
Net charge ... -2

Last column: Mulliken charge in e.
Cartesian coordinates (Å):
C1 15.317 18.779 37.011  -0.04
O1 15.552 17.426 36.682  0.33
C2 15.614 17.267 35.277  0.33
C3 15.520 15.767 35.043  -0.90
N1 14.245 15.176 35.571  2.21
H1 13.458 15.826 35.616  -0.19
H2 14.039 14.422 34.911  -0.57
C4 14.329 14.607 36.968  1.63
C5 13.286 15.234 37.869  0.38
O2 12.099 14.957 37.158  0.04
C6 11.003 15.821 37.378  -0.50
H3 15.615 18.991 38.039  0.02
H4 14.305 19.080 36.726  0.25
H5 16.007 19.424 36.445  -0.36
H6 16.548 17.670 34.874  -0.06
H7 14.746 17.685 34.757  0.18
H8 16.408 15.226 35.378  -0.11
H9 15.572 15.481 33.991  -0.02
H10 15.333 14.762 37.351  -0.36
H11 14.072 13.562 36.800  -0.50
H12 13.482 16.300 38.021  -0.11
H13 13.270 14.638 38.785  -0.59
H14 10.206 15.375 37.997  -0.11
H15 10.356 15.927 36.505  0.29
H16 11.278 16.760 37.857  0.22
S1 12.678 12.984 32.590  1.05
O3 11.439 13.815 32.670  -0.79
O4 13.039 13.427 31.210  -0.83
O5 13.656 13.468 33.576  -0.92
O6 12.401 11.525 32.657  -0.73
C7 11.924 18.923 32.469  0.27
F1 12.472 19.281 31.309  -0.24
F2 12.460 19.677 33.437  -0.14
F3 10.599 19.156 32.438  -0.24
S2 12.136 17.069 32.934  0.93
O7 11.446 16.844 34.204  -0.64
O8 11.653 16.329 31.797  -0.54
O9 13.587 16.837 33.091  -0.61
C8 14.370 12.129 41.290  -1.64
C9 13.046 12.829 41.023  0.32
N2 11.969 12.460 41.922  -0.01
C10 10.838 13.361 41.765  0.13
C11 11.188 14.766 42.297  -1.71
C12 11.545 11.072 41.738  -0.02
C13 10.428 10.592 42.681  -1.36
H17 15.181 12.698 40.832  0.29
H18 14.316 11.088 40.979  0.42
H19 14.662 12.217 42.340  0.33
H20 13.280 13.896 41.066  0.12
H21 12.677 12.683 39.995  0.03
H22 10.617 13.503 40.696  0.21
H23 9.927 13.049 42.263  0.30
H24 11.855 14.863 43.158  0.35
H25 11.502 15.577 41.637  0.30
H26 10.259 15.147 42.739  0.48
H27 12.365 10.366 41.842  0.39
H28 11.004 10.998 40.781  0.09
H29 9.483 11.075 42.445  0.23
H30 10.621 10.838 43.729  0.36
H31 10.328 9.514 42.562  0.40
C14 11.963 10.831 36.920  -0.66
C15 12.312 10.335 35.478  0.36
N3 11.264 9.737 34.608  0.18
C16 10.095 10.658 34.679  -0.05
C17 8.941 10.228 33.808  -1.45
C18 10.827 8.506 35.301  -0.06
C19 11.862 7.371 35.384  -1.45
H32 12.828 11.280 37.401  0.10
H33 11.638 9.974 37.518  0.26
H34 11.115 11.500 36.789  0.32
H35 12.655 11.218 34.934  -0.97
H36 13.164 9.656 35.547  0.17
H37 9.701 10.678 35.701  0.26
H38 10.424 11.632 34.306  0.18
H39 8.553 9.261 34.132  0.40
H40 8.199 11.008 34.011  0.42
H41 9.111 10.240 32.733  0.27
H42 10.049 8.029 34.703  0.32
H43 10.486 8.673 36.330  0.30
H44 12.773 7.674 35.906  0.30
H45 12.114 6.935 34.418  0.32
H46 11.510 6.560 36.029  0.40
C20 11.983 25.423 35.965  -1.40
C21 13.138 24.675 35.333  -0.54
N4 13.095 23.227 35.624  0.31
C22 12.938 22.447 34.398  0.32
C23 11.580 22.653 33.699  -1.40
C24 14.253 22.801 36.397  -1.30
C25 15.599 22.690 35.686  0.00
H47 11.069 24.829 35.934  0.27
H48 11.746 26.293 35.345  0.37
H49 12.180 25.760 36.982  0.32
H50 13.297 24.986 34.295  0.49
H51 14.069 25.120 35.708  0.48
H52 13.786 22.560 33.712  0.28
H53 13.002 21.381 34.632  -0.10
H54 11.211 21.724 33.255  0.24
H55 10.740 22.966 34.318  0.31
H56 11.602 23.250 32.783  0.35
H57 13.887 21.900 36.900  0.14
H58 14.469 23.535 37.178  0.64
H59 16.411 22.796 36.412  -0.10
H60 15.691 23.516 34.978  0.48
H61 15.941 21.752 35.242  -0.23
C26 18.276 21.334 42.186  -1.44
C27 18.376 21.747 40.702  0.71
N5 17.252 22.589 40.334  0.22
C28 16.332 21.912 39.394  1.72
C29 15.244 21.105 40.110  -1.71
C30 17.624 23.904 39.802  -0.03
C31 18.289 24.728 40.929  -1.45
H62 18.801 20.379 42.276  0.35
H63 17.252 21.163 42.513  0.28
H64 18.769 22.034 42.860  0.37
H65 19.397 22.128 40.592  0.46
H66 18.400 20.859 40.063  -0.74
H67 15.951 22.625 38.666  -0.67
H68 16.885 21.155 38.822  -0.33
H69 14.686 21.794 40.757  0.46
H70 14.464 20.784 39.420  0.27
H71 15.585 20.353 40.820  0.11
H72 16.755 24.446 39.433  0.38
H73 18.330 23.800 38.968  0.04
H74 17.680 24.832 41.826  0.34
H75 18.563 25.747 40.635  0.46
H76 19.275 24.350 41.208  0.31
C32 16.828 16.682 41.266  -0.04
Cl1 17.702 18.170 41.002  0.00
Cl2 15.917 16.301 39.828  0.09
Cl3 18.130 15.497 41.632  -0.12
Cl4 15.728 16.818 42.653  -0.12
N6 16.914 12.079 35.321  0.29
C33 17.410 12.694 36.461  -1.13
C34 16.619 12.311 37.506  -0.33
C35 15.764 11.276 37.078  -1.21
C36 15.872 11.259 35.717  -0.38
H77 17.320 12.137 34.394  0.46
H78 18.321 13.263 36.389  0.74
H79 16.807 12.558 38.543  0.63
H80 15.002 10.863 37.719  0.67
H81 15.263 10.718 35.009  0.34
N7 19.294 19.282 36.100  0.09
C37 18.824 19.685 34.865  -0.91
C38 18.603 21.047 34.944  -0.40
C39 18.909 21.481 36.236  -0.91
C40 19.259 20.362 36.938  -0.79
H82 19.484 18.333 36.382  0.82
H83 18.728 19.054 33.997  0.61
H84 18.390 21.727 34.134  0.58
H85 18.798 22.508 36.545  0.54
H86 19.412 20.214 37.996  0.49
N8 15.801 18.542 32.358  0.33
C41 15.566 19.805 32.774  -0.29
C42 16.636 20.612 32.389  -0.34
C43 17.600 19.789 31.803  -1.09
C44 17.062 18.522 31.807  -0.59
H87 15.133 17.775 32.280  0.31
H88 14.576 20.145 33.025  0.37
H89 16.808 21.679 32.354  0.64
H90 18.528 20.118 31.364  0.40
H91 17.465 17.558 31.535  0.42
N9 5.293 13.395 40.620  0.00
C45 6.160 14.240 39.919  -0.71
C46 7.413 13.641 39.986  -0.13
C47 7.290 12.482 40.745  -0.08
C48 5.967 12.255 40.977  -0.73
H92 4.396 13.728 40.917  0.21
H93 5.842 15.188 39.521  0.38
H94 8.392 14.006 39.717  0.32
H95 8.176 11.912 40.973  0.34
H96 5.465 11.481 41.537  0.39
N10 20.623 16.016 35.920  0.16
C49 20.900 16.413 37.221  -0.73
C50 19.698 16.436 37.858  -0.99
C51 18.674 16.007 37.017  1.45
C52 19.296 15.675 35.813  -0.91
H97 21.278 15.969 35.161  0.20
H98 21.889 16.747 37.485  0.37
H99 19.599 16.736 38.893  0.31
H100 17.625 16.136 37.231  -0.13
H101 18.961 15.338 34.843  0.17
N11 17.459 12.020 32.396  -0.04
C53 16.755 13.187 32.470  -1.96
C54 17.693 14.233 32.491  0.58
C55 18.952 13.626 32.535  -0.67
C56 18.819 12.250 32.515  -0.73
H102 17.013 11.135 32.220  0.22
H103 15.678 13.244 32.406  0.86
H104 17.490 15.279 32.330  0.74
H105 19.873 14.158 32.335  0.45
H106 19.584 11.501 32.404  0.43
N12 10.877 20.311 39.744  -0.01
C57 10.933 20.003 41.089  -0.72
C58 11.905 19.050 41.258  -1.20
C59 12.406 18.675 39.966  0.71
C60 11.769 19.499 39.103  -1.27
H107 10.257 20.950 39.287  0.21
H108 10.404 20.631 41.788  0.39
H109 12.205 18.595 42.189  0.42
H110 13.110 17.873 39.813  0.69
H111 11.851 19.548 38.027  0.82

---

(2)
Computed, not measured: a 2-piece molecular cluster, C2H2S overall at a distorted geometry, with the ωB97M-V functional and the def2-TZVPD basis.

## Properties
2S+1 ... 1
E_HOMO (spin up / spin down) ... -10.4328 / -10.4336 eV
ΔE to the lowest compared entry with this formula, charge and spin ... 4.887 eV
Frontier orbital gap (spin up / spin down) ... 7.2759 / 7.2769 eV
Net charge ... 0

Last column: Mulliken charge in e.
Cartesian coordinates (Å):
C1 -0.139 0.364 0.172  0.04
C2 -0.350 1.369 0.793  -0.50
S1 -0.019 -1.895 -1.328  0.01
H1 1.217 -1.942 -1.190  0.16
H2 -0.708 2.105 1.553  0.29

---

(3)
Computed, not measured: a 2-piece molecular cluster, C6H12NO overall at a distorted geometry, with the ωB97M-V functional and the def2-TZVPD basis.

## Properties
2S+1 ... 2
Expectation value of S² ... 1.76
E_HOMO (spin up / spin down) ... -7.4873 / -10.1250 eV
ΔE to the lowest compared entry with this formula, charge and spin ... 4.827 eV
Frontier orbital gap (spin up / spin down) ... 5.6087 / 9.1524 eV
Net charge ... 0

Last column: Mulliken charge in e.
Cartesian coordinates (Å):
C1 1.977 0.189 0.644  -0.69
O1 1.393 -0.774 1.369  -0.34
C2 1.115 1.336 -0.021  0.53
C3 -0.023 0.708 -0.835  -0.88
C4 -1.428 1.074 -0.455  -0.43
C5 -3.618 0.241 0.319  -0.91
C6 -2.238 0.163 0.197  0.12
N1 1.855 2.289 -0.801  -0.71
H1 2.761 0.726 1.211  0.36
H2 2.439 -0.268 -0.248  0.35
H3 0.695 1.934 0.804  0.44
H4 0.035 -0.378 -0.726  0.34
H5 0.205 1.045 -1.858  0.42
H6 2.501 2.818 -0.208  0.28
H7 -1.799 2.083 -0.610  0.37
H8 -4.166 -0.639 0.620  0.28
H9 -4.192 1.104 0.001  0.28
H10 -1.868 -0.859 0.298  0.19
H11 2.092 -6.673 0.393  0.02
H12 2.263 -6.119 -0.095  -0.02